Formula: C49H107N3O11
Source: the OMol25 dataset
Level of theory: wB97M-V/def2-TZVPD

The geometry in XYZ format:
```
170
Properties=species:S:1:pos:R:3:forces:R:3:lowdin_charge:R:1
C 1.170 2.984 3.665 6.5 -6.4 -3.2 0.0322
C 2.188 2.115 3.169 -7.4 5.2 2.4 -0.0899
C 3.094 1.020 2.322 0.2 -0.3 0.8 -0.2132
C 4.287 1.712 1.432 0.5 1.0 0.6 -0.2149
C 3.797 2.907 0.423 1.0 0.0 0.1 -0.1569
C 3.066 2.376 -0.961 0.7 1.3 0.3 -0.1815
O 3.077 0.906 -0.987 -2.3 1.1 -0.7 -0.1732
C 1.825 0.341 -1.517 -0.4 -2.0 -0.5 -0.3477
C 0.580 0.294 -0.446 -1.3 2.8 2.5 -0.0629
C 0.160 1.379 0.481 1.2 -2.2 -2.0 0.0074
C 1.391 0.980 -3.001 -0.6 -0.2 0.0 -0.1206
C 0.007 1.862 -2.947 -0.1 0.2 -1.4 -0.1937
C -1.371 0.938 -3.155 -0.2 1.8 0.7 -0.2779
N -1.372 0.147 -4.445 1.2 -1.1 1.4 -0.0568
C 2.173 -1.260 -1.856 0.3 1.2 -0.7 -0.1517
N 2.546 -2.059 -0.621 0.9 -1.5 -1.8 -0.1464
C 1.930 -3.472 -0.694 -1.3 0.2 -1.2 -0.1888
C 0.296 -3.480 -0.565 -0.3 -0.5 0.4 -0.1959
C -0.267 -3.286 0.978 -0.5 -1.1 -1.1 -0.1887
C -1.919 -3.374 0.881 -0.4 -0.3 0.1 -0.2169
C -2.707 -2.473 2.001 0.5 1.5 -1.0 -0.2039
C -2.792 -0.926 1.371 0.8 -0.1 0.5 -0.1990
C -3.331 0.184 2.454 -0.2 0.5 0.4 -0.2031
C -4.695 0.978 2.011 -0.1 0.5 0.4 -0.2072
C -4.593 1.751 0.557 -0.5 0.9 -0.2 -0.2091
C -6.052 1.908 -0.203 -0.6 0.2 -0.1 -0.2233
C -6.833 0.492 -0.473 -0.4 0.4 -0.3 -0.2289
C -5.889 -0.732 -1.019 -0.8 -0.9 0.0 -0.1972
C -5.945 -1.991 0.051 0.4 -0.7 0.4 -0.2640
C -7.063 -3.129 -0.376 0.4 0.6 0.0 -0.1450
C 4.054 -2.331 -0.807 0.8 1.0 0.2 -0.2475
N 4.707 -2.952 0.408 -1.3 0.5 -0.5 -0.1394
C 4.366 -2.223 1.694 0.5 0.0 0.7 -0.1421
H 0.259 3.513 4.221 2.8 -1.4 -1.5 0.0505
H 3.599 0.321 3.147 -1.1 1.7 -1.7 0.1111
H 2.430 0.274 1.670 1.1 2.1 1.4 0.1027
H 4.943 0.938 0.836 -1.7 1.3 1.3 0.1054
H 5.028 2.223 2.215 -1.6 -1.0 -1.7 0.1239
H 3.154 3.663 1.048 1.0 -1.5 -1.4 0.0964
H 4.785 3.490 0.094 -2.2 -1.2 0.8 0.1234
H 2.005 2.864 -1.037 1.9 -1.3 0.1 0.0955
H 3.701 2.786 -1.871 -1.3 -0.9 1.8 0.1341
H -0.072 -0.704 -0.422 1.5 2.4 -0.4 0.0886
H 0.847 2.324 0.728 -1.7 -2.2 -0.9 0.0595
H -0.871 1.361 1.080 2.6 -0.3 -1.4 0.0607
H 1.170 0.069 -3.740 0.5 1.9 1.7 0.1045
H 2.288 1.568 -3.512 -1.9 -1.1 1.4 0.1293
H 0.033 2.570 -3.906 -0.1 -1.4 1.9 0.1161
H -0.086 2.578 -2.025 0.2 -1.6 -1.6 0.0919
H -2.252 1.732 -3.242 1.8 -1.6 0.3 0.1107
H -1.610 0.279 -2.189 0.7 1.2 -2.3 0.1096
H -1.127 -0.853 -4.190 -0.4 1.6 -0.6 0.0693
H -0.621 0.457 -5.108 -0.9 -0.2 1.0 0.0659
H 3.106 -1.226 -2.594 -2.0 0.0 1.3 0.1373
H 1.281 -1.702 -2.474 1.5 0.7 1.4 0.1203
H 2.189 -3.850 -1.795 -0.5 0.2 2.2 0.1253
H 2.363 -4.197 0.121 -0.7 1.6 -1.6 0.1258
H -0.249 -2.704 -1.280 1.3 -1.5 1.4 0.0976
H -0.088 -4.550 -0.914 0.8 2.2 0.6 0.1198
H 0.073 -4.256 1.568 -0.5 2.3 -0.9 0.1159
H 0.127 -2.286 1.441 -0.8 -1.9 -0.7 0.1090
H -2.230 -3.012 -0.205 0.5 -0.6 2.2 0.1068
H -2.294 -4.503 0.984 1.1 2.4 -0.3 0.1080
H -3.799 -2.829 2.237 2.2 0.4 -0.3 0.1086
H -2.037 -2.378 2.970 -1.6 -0.3 -1.8 0.1076
H -1.671 -0.667 1.076 -2.3 -0.4 0.6 0.0768
H -3.409 -0.872 0.377 1.1 -0.3 2.0 0.0770
H -3.560 -0.302 3.518 0.6 0.8 -2.3 0.1187
H -2.503 1.010 2.656 -1.6 -1.7 -0.5 0.1007
H -4.880 1.819 2.838 0.3 -1.8 -1.8 0.1178
H -5.644 0.272 2.076 2.1 1.4 -0.4 0.0951
H -3.833 1.259 -0.194 -1.4 0.8 1.6 0.0879
H -4.217 2.867 0.751 -0.6 -2.5 -0.4 0.1162
H -5.971 2.480 -1.247 0.2 -1.2 2.3 0.1156
H -6.793 2.579 0.448 1.7 -1.4 -1.3 0.1160
H -7.409 0.207 0.526 1.3 0.3 -2.1 0.1081
H -7.671 0.692 -1.281 1.6 -0.3 1.7 0.1093
H -4.789 -0.399 -1.276 -2.2 -0.6 0.7 0.0934
H -6.343 -1.163 -2.035 1.0 1.1 2.1 0.1142
H -4.877 -2.515 0.141 -2.3 1.1 -0.3 0.0878
H -6.228 -1.612 1.146 0.7 -0.7 -2.4 0.0995
H -7.088 -4.044 0.357 0.1 1.8 -1.3 0.0742
H -8.115 -2.616 -0.372 1.9 -1.1 -0.2 0.0789
H -6.802 -3.522 -1.446 -0.6 0.7 2.0 0.0734
H 4.601 -1.289 -1.003 -1.3 -2.1 0.6 0.1388
H 4.207 -2.952 -1.809 -0.1 0.8 2.2 0.1352
H 4.511 -3.975 0.474 0.1 1.4 0.0 0.0959
H 3.208 -2.190 1.931 2.3 0.0 -0.4 0.0817
H 4.788 -1.116 1.645 -1.0 -2.4 0.0 0.0703
H 4.957 -2.770 2.574 -1.4 1.2 -1.9 0.1015
C 2.643 7.579 0.871 0.2 -0.1 -0.1 -0.1047
O 2.492 6.530 -0.081 -0.5 0.2 0.2 -0.2000
C 1.199 5.925 -0.020 0.2 0.1 -0.5 -0.1925
C 0.277 6.457 -1.123 -0.1 0.2 0.5 -0.1857
O -0.012 7.845 -0.935 0.4 -0.2 -0.2 -0.2110
C 0.786 8.682 -1.767 -0.2 0.1 0.1 -0.1078
H 3.517 8.174 0.590 -0.1 -0.2 0.0 0.0903
H 1.771 8.240 0.902 0.0 -0.1 0.0 0.0839
H 2.815 7.149 1.862 0.0 0.1 0.1 0.0876
H 0.748 6.066 0.971 0.0 0.1 -0.2 0.1292
H 1.341 4.849 -0.170 0.0 0.0 0.0 0.0929
H -0.677 5.921 -1.072 0.0 0.0 0.0 0.1239
H 0.709 6.279 -2.116 0.1 0.0 0.1 0.1268
H 0.390 8.664 -2.788 0.1 0.0 0.0 0.0886
H 1.835 8.376 -1.776 -0.1 0.0 0.0 0.0840
H 0.725 9.704 -1.383 -0.1 -0.2 0.0 0.0905
C -2.914 9.216 -1.265 -0.1 -0.1 -0.1 -0.1135
O -4.116 9.981 -1.259 0.4 0.3 0.2 -0.1959
C -4.073 11.051 -0.313 -0.3 0.1 -0.5 -0.1962
C -3.752 12.388 -0.991 0.4 -0.3 0.3 -0.1951
O -2.430 12.391 -1.536 -0.4 -0.2 -0.2 -0.1978
C -2.421 12.146 -2.939 0.2 0.1 0.1 -0.1110
H -2.895 8.615 -2.178 -0.1 0.1 0.1 0.0925
H -2.021 9.849 -1.250 -0.1 0.0 0.0 0.0734
H -2.905 8.546 -0.402 0.2 0.0 0.0 0.0882
H -3.355 10.835 0.489 0.0 0.1 -0.2 0.1259
H -5.068 11.118 0.140 0.0 0.0 0.0 0.1215
H -3.791 13.182 -0.239 0.0 0.0 0.0 0.1214
H -4.493 12.624 -1.766 0.1 -0.1 0.1 0.1242
H -2.718 13.056 -3.470 0.0 -0.1 -0.1 0.0866
H -3.086 11.325 -3.219 0.0 0.0 0.1 0.0835
H -1.401 11.883 -3.234 -0.1 0.1 0.1 0.0868
C -2.640 -7.077 2.975 0.2 0.1 -0.1 -0.1053
O -1.690 -6.024 3.110 -0.2 -0.2 0.4 -0.2210
C -1.878 -5.274 4.312 0.6 0.0 -0.1 -0.1912
C -0.891 -5.705 5.403 -0.6 -0.2 0.1 -0.1889
O -1.134 -7.049 5.825 0.3 0.2 -0.5 -0.1957
C -0.238 -7.977 5.221 -0.1 0.0 0.2 -0.1110
H -2.277 -7.769 2.210 0.0 0.2 0.0 0.0897
H -2.777 -7.633 3.908 0.0 0.1 0.0 0.0852
H -3.598 -6.663 2.650 -0.1 -0.1 0.0 0.0855
H -2.915 -5.356 4.666 0.2 -0.1 0.0 0.1305
H -1.693 -4.223 4.067 0.0 -0.1 0.0 0.0987
H -1.033 -5.063 6.279 0.0 0.0 -0.1 0.1241
H 0.146 -5.584 5.064 -0.1 0.0 -0.1 0.1255
H 0.736 -7.921 5.721 0.0 -0.1 -0.1 0.0874
H -0.111 -7.793 4.151 0.0 0.1 0.0 0.0814
H -0.645 -8.983 5.354 0.0 0.2 0.1 0.0900
C 8.160 -3.216 0.301 0.0 0.1 -0.3 -0.1098
O 9.110 -2.163 0.436 -0.1 -0.1 0.5 -0.1975
C 8.922 -1.413 1.638 0.5 -0.1 -0.2 -0.1951
C 9.909 -1.844 2.729 -0.6 -0.2 0.1 -0.1952
O 9.666 -3.189 3.151 0.3 0.2 -0.4 -0.1983
C 10.562 -4.116 2.547 -0.1 0.0 0.2 -0.1131
H 8.523 -3.908 -0.464 0.1 0.1 0.1 0.0883
H 8.023 -3.772 1.234 0.0 0.1 0.0 0.0833
H 7.202 -2.802 -0.024 0.0 -0.2 0.1 0.0612
H 7.885 -1.495 1.992 0.1 -0.1 0.0 0.1185
H 9.107 -0.362 1.393 0.0 0.0 0.0 0.1216
H 9.767 -1.202 3.605 0.0 0.0 0.0 0.1213
H 10.946 -1.723 2.390 -0.1 0.0 -0.1 0.1241
H 11.536 -4.060 3.047 0.0 -0.1 -0.1 0.0862
H 10.689 -3.932 1.477 0.0 0.1 0.1 0.0828
H 10.155 -5.123 2.680 0.0 0.2 0.1 0.0888
C -2.989 -6.203 -2.262 0.0 0.2 -0.1 -0.1052
O -1.907 -5.794 -3.095 -0.1 -0.5 0.0 -0.2074
C -0.999 -6.863 -3.369 -0.1 0.3 -0.4 -0.1992
C -1.250 -7.472 -4.753 -0.2 -0.3 0.5 -0.1940
O -2.526 -8.114 -4.816 0.1 0.5 0.0 -0.1969
C -3.511 -7.302 -5.448 0.0 -0.2 0.0 -0.1105
H -3.774 -5.445 -2.324 0.2 0.0 0.0 0.0887
H -3.410 -7.164 -2.573 0.1 0.1 0.0 0.0853
H -2.645 -6.270 -1.226 -0.1 -0.1 0.1 0.0768
H -1.052 -7.631 -2.586 -0.1 0.0 -0.2 0.1265
H 0.011 -6.438 -3.350 0.0 0.0 0.0 0.1187
H -0.494 -8.241 -4.940 0.0 0.0 0.0 0.1224
H -1.157 -6.712 -5.539 -0.1 0.0 0.2 0.1251
H -3.365 -7.329 -6.533 -0.1 0.1 0.0 0.0874
H -3.478 -6.266 -5.099 0.1 -0.1 0.0 0.0824
H -4.496 -7.715 -5.214 0.2 0.0 0.0 0.0900
```
Positions in Å, forces in eV/Å.

Values from the calculation:
Orbital gap in eV: 9.39
SMILES: C#CCCCCO[C@@](C=C)(CCCN)CN(CCCCCCCCCCCCCC)CNC.COCCOC.COCCOC.COCCOC.COCCOC.COCCOC


Formula: C49H109F2NO7P3S2
Source: the OMol25 dataset
Level of theory: wB97M-V/def2-TZVPD

The geometry in XYZ format:
```
173
Properties=species:S:1:pos:R:3:forces:R:3:lowdin_charge:R:1
C -6.004 -3.315 -6.338 0.3 1.7 1.1 -0.0736
C -4.816 -2.276 -6.472 -0.6 -1.9 -0.7 -0.2392
C -4.242 -1.721 -5.215 0.8 1.6 1.5 -0.2835
C -5.022 -0.615 -4.516 -0.4 0.8 1.8 -0.2292
P -4.298 0.057 -2.846 -0.4 -1.7 -0.1 1.1175
C -2.823 1.059 -3.282 0.4 1.2 0.2 -0.2657
C -1.469 0.413 -3.172 0.6 -1.3 -0.3 -0.2589
C -0.219 1.242 -3.559 -0.3 0.9 0.7 -0.2261
C 0.184 2.368 -2.587 -1.2 -0.6 0.7 -0.0942
C -3.940 -1.476 -1.863 -0.4 0.8 0.2 -0.2555
C -5.215 -2.278 -1.532 -0.1 -1.8 0.4 -0.2099
C -4.962 -3.651 -0.751 0.9 0.1 -0.6 -0.2405
C -4.642 -3.411 0.697 -0.4 1.1 0.5 -0.1150
C -5.511 0.955 -1.766 -0.3 0.6 -1.3 -0.2774
C -5.127 1.266 -0.321 -0.8 0.3 0.4 -0.2097
C -6.113 2.329 0.320 -0.5 0.0 -0.3 -0.2250
C -6.045 3.752 -0.303 0.8 -0.5 0.9 -0.1017
H -6.841 -2.769 -5.903 -0.4 0.0 -0.1 0.0567
H -5.747 -4.043 -5.569 0.1 -0.3 -0.3 0.0689
H -6.377 -3.791 -7.245 0.5 0.1 0.0 0.0729
H -5.040 -1.465 -7.166 0.0 -0.2 -0.2 0.1141
H -3.972 -2.870 -6.821 0.0 0.2 -0.8 0.1072
H -3.324 -1.189 -5.467 0.6 -0.6 -0.2 0.1049
H -4.021 -2.480 -4.465 0.1 -0.3 -0.2 0.1061
H -6.001 -1.034 -4.282 -0.4 0.6 0.1 0.0823
H -5.060 0.323 -5.069 -0.5 -0.2 -0.5 0.0876
H -2.696 1.940 -2.653 -0.9 0.2 0.2 0.0951
H -2.896 1.417 -4.309 -0.6 0.1 -0.1 0.1016
H -1.525 -0.440 -3.847 0.4 -0.4 0.0 0.0956
H -1.371 0.016 -2.161 0.3 0.0 0.1 0.1036
H -0.316 1.818 -4.479 -0.4 -0.7 -0.6 0.1070
H 0.607 0.536 -3.648 0.0 0.0 -0.2 0.0719
H -0.676 2.992 -2.342 -0.2 0.4 -0.6 0.0660
H 0.950 3.003 -3.032 0.2 -0.2 0.4 0.0755
H 0.329 1.983 -1.577 1.0 -0.1 0.0 0.0539
H -3.534 -1.094 -0.926 0.5 -0.2 0.1 0.0900
H -3.209 -2.070 -2.412 0.1 0.0 0.2 0.0701
H -5.778 -2.529 -2.430 0.0 0.1 -0.2 0.0937
H -5.901 -1.754 -0.866 0.1 0.5 -0.2 0.0937
H -4.144 -4.229 -1.180 0.1 0.1 -0.5 0.0975
H -5.819 -4.324 -0.767 -0.3 0.4 -0.5 0.1076
H -5.509 -2.841 1.032 0.0 0.1 0.7 0.0707
H -3.765 -2.779 0.833 0.1 0.0 0.0 0.0640
H -4.540 -4.276 1.352 0.0 -0.2 -0.4 0.0849
H -6.446 0.398 -1.830 0.0 -0.2 0.0 0.0964
H -5.743 1.903 -2.253 0.1 0.1 -0.3 0.0884
H -4.105 1.645 -0.307 0.1 -0.1 0.4 0.0954
H -5.195 0.313 0.203 0.3 0.2 0.5 0.0972
H -6.071 2.409 1.407 1.3 -0.1 0.1 0.0890
H -7.161 2.030 0.354 -0.2 -0.6 -1.0 0.1003
H -6.012 4.478 0.509 -0.4 0.1 0.0 0.0676
H -6.847 4.013 -0.994 0.2 -0.2 0.0 0.0718
H -5.053 3.878 -0.737 -0.1 0.1 -0.6 0.0665
C -1.566 6.780 7.062 -0.8 -1.5 -0.1 -0.0887
C -1.092 5.290 7.009 1.5 0.2 -0.6 -0.2354
C -0.641 4.723 5.639 0.2 0.5 -0.6 -0.2327
C 0.231 3.401 5.629 0.4 1.6 0.9 -0.2645
P -0.009 2.466 4.159 -0.2 -0.2 -0.4 0.9974
C -1.798 2.275 4.109 -0.9 -1.5 -0.7 -0.2637
C -2.588 1.682 5.322 0.1 1.5 0.0 -0.2125
C -4.100 1.721 4.997 0.0 -1.6 -1.7 -0.2088
C -4.474 0.510 4.005 -0.2 0.3 1.3 -0.0769
C 0.754 3.254 2.708 0.3 0.7 0.5 -0.2359
C 0.189 4.549 2.118 -1.2 -0.6 -0.3 -0.2379
C 0.967 5.001 0.909 1.6 0.7 -0.5 -0.2408
C 2.367 5.557 1.249 0.2 -0.1 1.8 -0.1042
C 0.740 0.832 4.407 0.4 1.1 0.0 -0.2218
C 2.267 0.888 4.646 0.5 -0.3 0.1 -0.2205
C 2.912 -0.494 4.882 0.9 -0.8 0.5 -0.2358
C 4.419 -0.634 4.470 -1.4 1.3 -0.4 -0.0907
H -0.882 7.426 6.511 0.0 0.0 0.2 0.0732
H -1.628 7.048 8.116 0.3 0.2 -0.1 0.0712
H -2.576 6.916 6.677 0.0 0.0 -0.2 0.0657
H -1.686 4.516 7.495 -0.4 0.5 0.3 0.1016
H -0.142 5.386 7.535 0.1 -0.6 0.5 0.1011
H -0.085 5.514 5.136 0.7 0.0 0.2 0.0960
H -1.442 4.661 4.903 -0.5 -0.5 0.4 0.0842
H 0.099 2.739 6.484 -0.6 0.0 0.1 0.1060
H 1.297 3.618 5.707 0.1 0.4 -0.1 0.0951
H -1.963 1.528 3.333 0.1 0.0 -0.6 0.0763
H -2.332 3.165 3.778 0.4 0.1 -0.1 0.0939
H -2.449 2.353 6.170 0.2 -0.1 0.3 0.0906
H -2.244 0.689 5.614 -0.1 0.0 -0.2 0.1151
H -4.392 2.645 4.499 0.3 0.2 0.0 0.0928
H -4.681 1.708 5.920 0.0 -0.4 -0.1 0.1020
H -3.792 0.333 3.174 0.3 0.4 0.1 0.0556
H -5.471 0.547 3.566 -0.1 0.5 0.1 0.0545
H -4.494 -0.408 4.594 0.2 -0.1 0.0 0.0668
H 0.787 2.477 1.945 -0.1 0.0 -0.2 0.0863
H 1.778 3.522 2.969 0.3 -0.7 0.4 0.0854
H 0.108 5.425 2.762 0.1 -0.3 0.6 0.1081
H -0.825 4.263 1.838 -0.2 0.4 -0.4 0.1096
H 0.448 5.831 0.428 -0.3 -0.3 -0.3 0.1114
H 1.166 4.188 0.210 -0.6 -0.1 -0.2 0.0982
H 2.347 6.379 1.965 -0.6 0.8 -0.5 0.0713
H 3.056 5.820 0.447 -0.4 -0.2 -0.2 0.0788
H 2.898 4.911 1.949 0.3 -0.9 -0.5 0.0429
H 0.477 0.199 3.559 -0.3 -0.2 0.2 0.0968
H 0.188 0.601 5.318 0.1 -0.9 0.1 0.0964
H 2.489 1.573 5.465 0.0 0.0 0.1 0.1035
H 2.796 1.284 3.779 -0.3 0.3 -0.3 0.0892
H 2.307 -1.224 4.344 0.2 -0.2 0.1 0.0847
H 3.001 -0.790 5.927 -1.1 0.1 0.3 0.1071
H 4.997 0.056 5.084 0.2 0.0 0.0 0.0723
H 4.410 -0.256 3.447 0.8 -0.3 -0.3 0.0426
H 4.842 -1.635 4.555 -0.4 0.1 -0.1 0.0715
C 3.698 1.930 0.797 0.5 0.1 -0.2 -0.0884
C 4.942 1.096 0.494 0.1 1.5 1.5 -0.2709
C 4.843 0.131 -0.578 -0.3 -2.8 -1.7 -0.2669
C 3.697 -0.919 -0.380 0.7 -0.1 -0.4 -0.2076
P 3.708 -2.119 -1.803 -1.6 1.0 0.1 1.0316
C 5.271 -2.957 -1.856 -0.3 -0.7 0.0 -0.2656
C 5.575 -3.715 -3.183 1.8 -0.7 0.6 -0.1882
C 6.796 -4.708 -2.999 0.3 -0.5 0.5 -0.2263
C 8.085 -4.204 -2.307 0.2 1.0 -0.2 -0.1064
C 2.220 -3.168 -1.962 -0.2 0.5 -0.8 -0.2357
C 0.859 -2.393 -1.935 -0.1 -1.1 1.0 -0.1995
C -0.293 -3.443 -1.901 0.4 -0.3 0.6 -0.2223
C -0.654 -3.913 -0.484 -0.5 -0.5 0.4 -0.0753
C 3.706 -1.013 -3.234 -0.5 -0.8 -0.4 -0.2827
C 3.208 -1.543 -4.615 0.5 1.3 0.5 -0.2266
C 3.768 -0.613 -5.695 0.2 -0.4 0.3 -0.2588
C 3.501 0.865 -5.395 0.5 0.2 -0.4 -0.0980
H 3.405 2.492 -0.089 -0.4 -0.1 -0.1 0.0820
H 3.953 2.685 1.540 -0.1 -0.1 0.2 0.0676
H 2.893 1.299 1.173 -0.2 0.2 -0.1 0.0520
H 5.207 0.559 1.404 0.3 0.1 0.1 0.1073
H 5.768 1.748 0.210 0.1 0.2 0.4 0.1220
H 5.787 -0.411 -0.646 0.2 -0.1 0.3 0.1035
H 4.795 0.562 -1.578 -0.5 0.5 0.1 0.0999
H 2.786 -0.341 -0.222 -0.5 -0.5 -0.6 0.0728
H 3.795 -1.512 0.530 0.4 0.1 0.1 0.0750
H 5.282 -3.587 -0.966 0.2 -0.4 -0.1 0.0819
H 5.941 -2.129 -1.624 0.5 -0.2 -0.4 0.0854
H 5.828 -3.015 -3.979 -0.1 0.2 0.0 0.1005
H 4.778 -4.359 -3.554 -0.4 0.3 0.3 0.1055
H 7.041 -5.244 -3.916 0.1 0.8 -0.6 0.1015
H 6.463 -5.595 -2.460 -0.4 0.3 0.7 0.0974
H 8.937 -4.880 -2.244 -0.6 -0.8 0.1 0.0728
H 7.932 -3.787 -1.311 -0.3 -0.4 0.2 0.0635
H 8.605 -3.381 -2.797 -0.5 0.4 -0.7 0.0638
H 2.289 -4.025 -1.292 -0.2 0.2 0.2 0.0810
H 2.256 -3.544 -2.984 0.5 -0.4 -0.1 0.0862
H 0.701 -1.786 -2.827 0.5 0.3 0.2 0.0845
H 0.861 -1.827 -1.004 -0.4 0.5 -0.3 0.0843
H 0.039 -4.270 -2.529 0.0 -0.3 0.1 0.1042
H -1.221 -3.117 -2.369 0.1 0.5 -0.2 0.0745
H -1.149 -4.882 -0.429 0.2 -0.3 -0.6 0.0774
H -1.425 -3.300 -0.016 0.3 0.7 0.0 0.0579
H 0.169 -4.020 0.222 0.2 0.3 -0.2 0.0530
H 4.756 -0.756 -3.373 0.0 0.4 0.1 0.0974
H 3.145 -0.158 -2.856 0.1 0.3 -0.5 0.0875
H 2.142 -1.387 -4.786 -0.3 -0.8 0.7 0.1027
H 3.553 -2.566 -4.764 -0.4 0.0 -0.1 0.0962
H 3.302 -0.955 -6.620 0.0 0.4 -0.2 0.1100
H 4.833 -0.799 -5.830 0.2 0.2 0.1 0.1085
H 4.060 1.293 -4.563 0.3 -0.5 0.2 0.0673
H 2.467 1.094 -5.137 -0.2 -0.1 -0.5 0.0611
H 3.854 1.445 -6.248 -0.5 0.2 -0.1 0.0782
O 0.425 0.290 0.551 3.9 -0.1 -0.9 0.0711
C -0.836 0.318 0.838 -3.4 2.0 -0.1 -1.0384
O -1.219 -0.575 1.562 -1.0 -3.4 2.5 0.0017
O -1.501 1.244 0.453 -2.2 3.5 -2.1 -0.0041
H 0.414 -0.464 1.144 2.6 -1.9 0.5 0.0631
N 3.631 -4.198 0.903 -2.8 7.3 1.1 -0.2942
S 2.581 -3.788 2.168 -1.2 2.7 2.1 0.6060
O 3.302 -3.068 3.178 0.3 -0.7 -0.7 -0.2750
O 1.464 -4.592 2.635 2.0 0.6 -1.8 -0.2420
F 1.844 -2.537 1.424 0.2 -0.6 -0.5 -0.2204
S 3.628 -5.635 1.058 2.5 -12.2 3.2 0.4159
O 2.522 -6.401 0.504 1.4 1.3 -0.3 -0.2892
O 4.104 -6.143 2.388 -1.5 1.7 -2.8 -0.3146
F 4.970 -5.929 0.193 -0.9 0.2 -0.6 -0.2111
```
Positions in Å, forces in eV/Å.

Values from the calculation:
Net charge: +1
Orbital gap in eV: 8.55
ΔE to the lowest compared entry with this formula, charge and spin in kcal/mol: 152.3


no.,electronic energy (eV),maximum force (eV/Å)
1,-79517.01704,9.7
2,-123367.29801,12.8